(1)
Below is C22H49InNO9 as an isolated structure at a distorted geometry, with properties calculated with ωB97M-V/def2-TZVPD.

Output
largest force on an atom: 3.74 eV Å⁻¹
HOMO level: -4.1 eV
total charge: -1
electronic energy: -1789.51270 Ha
energy above the lowest of the compared OMol25 structures with the same formula, charge and spin: 3.713 eV
LUMO: 1.7127 eV

Structure (XYZ):
```
82
Properties=species:S:1:pos:R:3:lowdin_charge:R:1
C 1.40 -4.98 -1.28 -0.1135
C 0.60 -4.51 -2.63 -0.2784
O -0.10 -3.19 -2.47 -0.3096
C -1.50 -3.58 -2.23 -0.3804
In -2.89 -1.81 -1.79 0.3824
C -4.97 -2.74 -1.46 -0.3615
C -4.79 -4.32 -1.04 -0.3203
C -5.24 -5.40 -2.19 -0.3140
N -4.22 -5.66 -3.27 -0.0646
H 2.18 -4.20 -0.87 0.0538
H 0.65 -5.22 -0.39 0.0818
H 1.90 -6.03 -1.55 0.0781
H 1.28 -4.53 -3.60 0.1156
H -0.23 -5.35 -2.83 0.1049
H -2.00 -4.13 -3.16 0.0404
H -1.54 -4.32 -1.29 0.0514
H -2.88 -0.74 -3.27 -0.1448
H -2.35 -0.79 -0.41 -0.1444
H -5.64 -2.11 -0.75 0.0146
H -5.47 -2.72 -2.54 0.0206
H -3.68 -4.60 -0.72 0.0770
H -5.45 -4.56 -0.07 0.0922
H -5.40 -6.44 -1.62 0.1024
H -6.31 -5.16 -2.67 0.1142
H -4.02 -4.82 -3.85 0.0579
H -3.36 -6.13 -2.91 0.0587
O 6.59 -4.40 -4.08 0.0630
C 5.96 -3.34 -3.95 -0.5090
O 5.52 -2.95 -2.73 -0.0053
C 4.95 -1.66 -2.45 -0.2234
C 3.46 -1.65 -2.77 -0.0508
C 5.60 -2.52 -5.15 -0.0004
H 5.50 -0.87 -2.96 0.1088
H 5.08 -1.50 -1.37 0.1221
H 3.28 -1.83 -3.83 0.0714
H 3.02 -0.68 -2.50 0.0906
H 2.95 -2.44 -2.22 0.0668
H 4.70 -2.93 -5.61 0.0990
H 6.43 -2.58 -5.87 0.0894
H 5.46 -1.46 -4.94 0.0667
O 1.18 -1.53 0.04 0.0873
C 1.69 -1.71 1.14 -0.4918
O 2.46 -2.79 1.37 -0.0248
C 3.25 -3.00 2.56 -0.2304
C 2.42 -3.61 3.66 -0.0725
C 1.39 -0.77 2.28 0.0109
H 3.74 -2.07 2.87 0.1129
H 4.05 -3.69 2.28 0.1213
H 1.59 -2.96 3.96 0.0676
H 3.03 -3.82 4.54 0.0760
H 1.96 -4.55 3.32 0.0842
H 0.45 -1.06 2.74 0.0989
H 1.31 0.24 1.88 0.0824
H 2.17 -0.74 3.03 0.0678
O 3.29 2.18 1.35 0.0675
C 2.66 3.23 1.48 -0.5058
O 2.22 3.62 2.69 -0.0103
C 1.65 4.91 2.98 -0.2262
C 0.16 4.93 2.66 -0.0601
C 2.30 4.06 0.28 0.0057
H 2.20 5.71 2.47 0.1128
H 1.78 5.08 4.05 0.1213
H -0.02 4.75 1.60 0.0746
H -0.28 5.89 2.93 0.0496
H -0.35 4.14 3.21 0.0888
H 1.40 3.65 -0.18 0.1044
H 3.13 4.00 -0.44 0.0928
H 2.16 5.11 0.49 0.0670
O -1.31 7.90 3.12 0.0680
C -2.54 7.94 3.16 -0.4945
O -3.26 6.84 2.90 -0.0013
C -4.68 6.73 3.09 -0.2246
C -5.44 7.26 1.89 -0.0673
C -3.25 9.24 3.42 0.0040
H -4.99 7.20 4.03 0.1131
H -4.90 5.66 3.21 0.1275
H -5.24 8.32 1.73 0.0661
H -6.52 7.12 2.03 0.0825
H -5.13 6.74 0.98 0.0893
H -3.33 9.80 2.48 0.0993
H -2.67 9.82 4.14 0.0942
H -4.24 9.12 3.85 0.0682
```

(2)
Below is a 5-piece molecular cluster, C22H49N2O16P4 overall at a distorted geometry, with properties calculated with ωB97M-V/def2-TZVPD.

Output
largest force on an atom: 2.70 eV Å⁻¹
HOMO level: -11.9 eV
total charge: +1
electronic energy: -3546.42742 Ha
energy above the lowest of the compared OMol25 structures with the same formula, charge and spin: 0.000 eV
LUMO: -3.3745 eV

Structure (XYZ):
```
93
Properties=species:S:1:pos:R:3:lowdin_charge:R:1
C 4.21 0.09 -2.51 0.0972
C 3.63 0.95 -3.11 -0.1300
C 2.89 1.84 -4.06 -0.1745
C 1.57 2.31 -3.36 -0.1824
C 0.28 1.88 -4.16 -0.1011
C -0.90 2.46 -3.39 -0.1531
N -1.05 3.82 -3.06 0.1742
C -2.19 3.91 -2.37 -0.0699
N -2.81 2.76 -2.23 0.1925
C -2.00 1.81 -2.90 -0.1713
C -2.39 0.36 -2.99 -0.0756
C -3.30 0.06 -3.98 0.0541
H 4.55 -0.85 -2.10 0.0502
H 2.65 1.29 -4.98 0.1175
H 3.51 2.73 -4.27 0.1165
H 1.44 1.89 -2.35 0.1223
H 1.51 3.41 -3.28 0.0988
H 0.29 2.25 -5.19 0.1288
H 0.15 0.78 -4.14 0.1299
H -0.41 4.56 -3.31 0.1781
H -2.56 4.86 -1.98 0.1699
H -3.67 2.53 -1.75 0.1775
H -1.96 -0.40 -2.30 0.1000
H -2.97 0.24 -5.02 0.0812
H -4.31 -0.29 -3.75 0.0617
C 0.51 -4.75 1.67 -0.0779
O 0.34 -3.56 0.90 -0.2071
P -1.07 -3.23 0.25 0.3339
O -1.09 -2.01 -0.55 -0.2396
O -2.08 -3.24 1.48 -0.2143
C -1.90 -2.22 2.47 -0.0815
O -1.45 -4.56 -0.52 -0.2058
C -2.49 -4.47 -1.50 -0.0863
H 0.87 -4.48 2.66 0.0905
H -0.41 -5.32 1.78 0.0893
H 1.26 -5.38 1.18 0.0941
H -1.64 -1.27 2.01 0.0863
H -1.12 -2.52 3.17 0.0858
H -2.84 -2.10 3.01 0.0930
H -2.07 -4.12 -2.45 0.0886
H -3.28 -3.81 -1.18 0.0870
H -2.89 -5.47 -1.65 0.0921
C -0.83 1.10 6.66 -0.0936
O -0.47 -0.29 6.74 -0.2047
P 0.92 -0.78 6.18 0.3316
O 1.14 -2.22 6.28 -0.2175
O 2.00 0.11 6.95 -0.2200
C 2.11 -0.08 8.37 -0.0842
O 0.97 -0.19 4.71 -0.2216
C 1.93 -0.75 3.81 -0.0825
H -1.06 1.46 7.66 0.0913
H -0.03 1.70 6.24 0.0856
H -1.72 1.19 6.03 0.0891
H 2.02 -1.14 8.62 0.0907
H 1.34 0.49 8.88 0.0866
H 3.09 0.28 8.68 0.0913
H 1.53 -1.66 3.37 0.0752
H 2.87 -0.97 4.32 0.0931
H 2.12 -0.02 3.02 0.0894
C -6.44 2.14 -3.07 -0.1026
O -6.56 2.66 -1.75 -0.2270
P -7.97 3.18 -1.22 0.3320
O -7.93 3.73 0.13 -0.2089
O -8.96 1.95 -1.42 -0.2143
C -8.71 0.79 -0.61 -0.0833
O -8.44 4.18 -2.36 -0.2144
C -9.49 5.10 -2.03 -0.0746
H -6.04 1.13 -3.01 0.0703
H -7.39 2.10 -3.60 0.0943
H -5.74 2.77 -3.63 0.0857
H -8.41 1.07 0.40 0.0910
H -7.93 0.18 -1.07 0.0838
H -9.63 0.21 -0.56 0.0938
H -9.08 5.97 -1.52 0.0930
H -10.25 4.63 -1.40 0.0926
H -9.96 5.42 -2.96 0.0916
C 10.36 -2.23 -1.72 -0.0917
O 10.21 -1.69 -0.40 -0.1998
P 8.78 -1.23 0.10 0.3344
O 8.77 -0.65 1.44 -0.2139
O 7.86 -2.52 -0.07 -0.2281
C 8.16 -3.65 0.76 -0.0903
O 8.26 -0.28 -1.06 -0.2114
C 7.16 0.58 -0.75 -0.0984
H 10.82 -3.22 -1.64 0.0904
H 9.41 -2.32 -2.24 0.0844
H 11.03 -1.58 -2.29 0.0925
H 8.44 -3.33 1.76 0.0902
H 8.97 -4.23 0.31 0.0867
H 7.27 -4.27 0.82 0.0879
H 7.53 1.48 -0.25 0.0937
H 6.44 0.08 -0.10 0.0857
H 6.67 0.86 -1.67 0.0639
```